No. 1
ORCA calculation (wB97M-V/def2-TZVPD) on a molecular structure, C28H22IIrN5O2SbSe4.

```
! wB97M-V def2-TZVPD RIJCOSX def2/J DEFGRID3
* xyz -2 5
Ir -0.85090 -0.54930 -0.28120
I -2.25700 1.09950 1.65920
Sb -1.74650 -2.87050 -3.15880
Se -2.67930 -0.96090 -1.66410
Se -1.19260 -1.92780 -5.37770
Se -3.83620 -4.19700 -3.58810
Se -0.21120 -4.59820 -2.25530
O 3.83130 -3.29240 1.86560
O 0.52230 -1.52450 -1.83250
N 0.74270 -0.41910 1.08910
N -1.51220 -2.33790 0.97690
N 4.27850 5.96090 -0.47760
N 3.92250 -2.11470 -2.65520
N -2.79760 -4.68310 5.62390
C 4.45840 -2.33380 1.02910
C -2.52180 -4.19890 4.61090
C -0.89770 -3.71340 2.83550
C -3.15160 -2.90320 2.63280
C 2.39140 -1.63930 -0.34780
C 3.74450 -2.09160 -0.27330
C 4.44140 -2.27980 -1.44000
C 1.63260 -0.03220 3.33280
C 0.61040 2.11090 -1.10590
C 3.50880 5.10560 -0.54560
C 1.77680 -1.23520 0.85800
C -2.76950 -2.31680 1.45900
C 1.78310 -1.63710 -1.64880
C -0.62140 -3.08570 1.65030
C 1.93570 1.92640 -1.54100
C 0.32280 3.26650 -0.35720
C 1.27230 4.23310 -0.14430
C 1.43980 0.18110 4.67660
C 2.56820 4.07260 -0.65600
C -0.44380 1.19810 -1.51100
C 2.89520 2.88390 -1.32680
C -0.64840 0.45210 2.91750
C -2.19140 -3.60420 3.39360
C 0.57290 -0.01080 2.39270
C 0.17410 0.45980 5.17210
C -0.85550 0.64670 4.26750
C 2.64420 -1.85100 -2.77480
C 2.10140 -1.79430 -4.15930
H 5.48450 -2.66920 0.80750
H -0.21630 0.77220 -2.49330
H -4.17730 -2.83830 2.96360
H 1.02350 5.14110 0.39040
H -0.68300 3.41080 0.01610
H 3.54690 -4.02940 1.31240
H 2.64190 -0.20030 2.98720
H 4.52400 -1.41900 1.62880
H -3.50360 -1.80230 0.85080
H 1.43240 -0.94480 -4.28810
H -0.13780 -4.29530 3.33520
H 0.35090 -3.19100 1.18530
H 2.18310 1.03070 -2.09410
H 3.90260 2.75060 -1.69800
H 1.52560 -2.69870 -4.36920
H 2.92330 -1.73520 -4.86900
H 2.28530 0.13020 5.34910
H 2.26600 -1.63350 1.74080
H 5.48820 -2.56340 -1.42790
H -0.00760 0.56790 6.22910
H -1.83290 0.95240 4.61470
H -1.40260 1.72780 -1.56010
*
```

Output
ΔE to the lowest compared entry with this formula, charge and spin ... 1.3273 eV
HOMO-LUMO gap (alpha / beta) ... 3.82 / 4.24 eV
E_HOMO (alpha / beta) ... -0.4 / -2.0 eV


No. 2
ORCA calculation (wB97M-V/def2-TZVPD) on C2H7NO2S2 in the gas phase.

```
! wB97M-V def2-TZVPD RIJCOSX def2/J DEFGRID3
* xyz 0 1
S 0.91703 -0.25391 -0.73757
S -1.23900 1.77300 -0.96991
O 1.08612 0.05444 -2.13245
O 2.02405 -0.25713 0.12693
N -0.34231 0.85094 0.03521
C -0.43078 0.91578 1.47920
C 0.02425 -1.92386 -0.65352
H -1.28863 1.40396 1.86839
H 0.86402 -2.55033 -0.74662
H 0.55117 1.24804 1.79219
H -0.58829 2.91669 -0.60499
H -0.65239 -2.02495 -1.55173
H -0.45851 -1.99028 0.29915
H -0.46672 -0.16240 1.79572
*
```

Output
ΔE to the lowest compared entry with this formula, charge and spin ... 2.7598 eV
HOMO-LUMO gap ... 9.63 eV
E_HOMO ... -8.9 eV


The highest ΔE to the lowest compared entry with this formula, charge and spin belongs to which entry?
C2H7NO2S2